Record 1
Formula: C29H48BaCl2N3O4SSi
Source: OMol25
Level of theory: ωB97M-V with the def2-TZVPD basis set

Geometry as XYZ:
```
89
Properties=species:S:1:pos:R:3:lowdin_charge:R:1
C -6.45 -3.05 0.94 -0.055
C -6.89 -3.33 -0.47 -0.249
H -6.73 -2.03 1.22 0.078
H -5.37 -3.15 0.99 0.076
H -6.90 -3.75 1.67 0.087
C -8.20 -3.37 -0.78 -0.138
C -9.29 -2.90 0.13 -0.112
H -8.59 -3.80 -1.70 0.097
H -9.09 -1.88 0.51 0.073
H -9.45 -3.54 1.02 0.074
H -10.25 -2.84 -0.39 0.067
Ba -1.82 -1.72 -0.89 1.602
Cl -1.72 -4.60 -1.27 -0.438
C -0.33 -2.99 -3.78 -0.345
O -0.65 -1.90 -3.25 -0.236
N -0.09 -3.15 -5.09 -0.186
C -0.01 -1.99 -5.97 -0.039
C -0.31 -4.45 -5.72 -0.041
H -0.24 -3.91 -3.19 0.055
H 0.67 -1.24 -5.54 0.093
H -0.99 -1.52 -6.12 0.096
H 0.39 -2.37 -6.92 0.079
H 0.11 -5.22 -5.07 0.094
H 0.17 -4.42 -6.70 0.078
H -1.39 -4.67 -5.83 0.100
H 2.94 2.17 -2.09 0.094
H 4.75 0.58 -0.24 0.092
C 2.42 2.24 -1.12 -0.049
C 3.96 1.02 0.38 -0.042
N 2.68 1.06 -0.31 -0.188
H 1.35 2.36 -1.29 0.084
C 1.89 -0.02 -0.40 -0.317
O 0.78 -0.04 -0.96 -0.106
H 3.87 0.42 1.30 0.074
H 2.31 -0.92 0.10 0.108
H 2.83 3.10 -0.57 0.078
H 4.24 2.05 0.64 0.082
H -3.32 3.07 3.30 0.094
H -4.80 1.24 0.47 0.069
C -3.42 3.54 2.31 -0.055
C -4.54 2.30 0.46 -0.041
N -3.34 2.54 1.25 -0.179
H -2.63 4.30 2.22 0.088
C -2.26 1.74 1.14 -0.275
O -2.25 0.64 0.54 -0.180
H -4.41 2.62 -0.59 0.100
H -1.34 2.11 1.64 0.152
H -4.39 4.03 2.26 0.080
H -5.35 2.89 0.89 0.083
O -4.88 -2.33 -1.49 -0.350
C -5.75 -3.52 -1.49 -0.263
C -7.23 -3.18 -3.53 -0.107
C -6.26 -3.93 -2.87 -0.190
H -7.63 -2.28 -3.04 0.084
C -7.72 -3.54 -4.79 -0.079
H -5.05 -4.26 -1.08 0.130
C -5.79 -5.10 -3.50 -0.019
H -8.47 -2.90 -5.28 0.105
C -7.26 -4.70 -5.41 -0.105
C -6.30 -5.48 -4.75 -0.093
H -5.05 -5.70 -2.98 0.114
H -7.67 -4.99 -6.39 0.097
H -5.94 -6.40 -5.23 0.097
Si -5.21 -0.96 -2.62 -0.070
Cl -6.73 -0.07 -1.51 0.359
C -6.06 -0.43 -4.28 -0.272
C -4.18 -2.02 -3.97 -0.219
C -3.74 0.23 -2.38 -0.263
H -5.89 -1.10 -5.14 0.014
H -5.54 0.51 -4.54 0.021
H -7.14 -0.24 -4.19 -0.003
H -3.95 1.10 -3.00 0.038
H -2.81 -0.19 -2.79 -0.028
H -3.61 0.56 -1.34 -0.041
H -4.84 -2.60 -4.62 0.005
H -3.51 -2.73 -3.47 -0.001
H -3.61 -1.31 -4.58 0.024
S 0.79 -2.79 1.47 0.455
C 1.89 -1.97 2.42 -0.863
C 3.22 -2.44 2.56 -0.159
C 4.12 -1.75 3.35 -0.144
C 3.71 -0.61 4.06 -0.159
C 2.39 -0.14 3.95 -0.133
C 1.48 -0.80 3.13 -0.155
H 3.50 -3.33 2.01 0.085
H 5.15 -2.10 3.44 0.090
H 4.41 -0.08 4.72 0.078
H 2.06 0.75 4.49 0.087
H 0.46 -0.45 3.02 0.081
```

Output
Frontier orbital gap, eV: 5.685
HOMO, eV: -3.713
Calculated total energy, a.u.: -3232.82314
ΔE to the lowest compared entry with this formula, charge and spin, kcal per mole: 61.6
Total charge: -1

***

Record 2
Formula: C29H48Br2N7O2
Source: OMol25
Level of theory: ωB97M-V with the def2-TZVPD basis set

Geometry as XYZ:
```
88
Properties=species:S:1:pos:R:3:lowdin_charge:R:1
C -0.98 -1.92 3.11 -0.117
C 0.51 -1.88 3.58 -0.706
Br 1.37 -3.58 4.01 0.587
C 1.19 -0.71 3.69 -0.742
Br 3.08 -0.79 4.24 0.581
N 0.59 0.56 3.41 -0.054
C -0.46 0.95 4.39 -0.134
C -0.22 2.32 5.16 -0.715
O -1.21 2.75 5.78 -0.084
O 0.93 2.85 5.12 -0.107
H -1.63 -1.60 3.96 0.080
H -1.27 -2.91 2.70 0.031
H -1.07 -1.11 2.34 0.067
H 0.18 0.51 2.48 0.096
H -1.43 1.00 3.84 0.106
H -0.57 0.12 5.14 0.116
C -1.52 -3.77 -2.80 -0.126
C -1.56 -2.54 -1.90 -0.252
C -0.52 -2.55 -0.78 -0.200
C -0.74 -3.65 0.16 -0.234
N -0.91 -4.53 0.88 0.151
H -1.74 -4.68 -2.24 0.070
H -2.27 -3.69 -3.59 0.066
H -0.55 -3.88 -3.27 0.023
H -2.57 -2.44 -1.48 0.108
H -1.39 -1.65 -2.52 0.103
H -0.58 -1.60 -0.23 0.112
H 0.49 -2.62 -1.19 0.050
C -2.95 4.22 3.16 -0.105
C -1.98 4.72 2.10 -0.253
C -2.44 4.41 0.67 -0.199
C -2.52 2.97 0.41 -0.239
N -2.58 1.83 0.22 0.129
H -3.05 3.13 3.13 0.067
H -2.59 4.49 4.15 0.071
H -3.95 4.66 3.03 0.066
H -1.00 4.29 2.28 0.115
H -1.88 5.80 2.20 0.107
H -1.74 4.85 -0.04 0.112
H -3.42 4.86 0.49 0.104
C 2.81 -6.24 -4.36 -0.105
C 3.66 -5.00 -4.65 -0.275
C 3.76 -4.05 -3.46 -0.171
C 2.46 -3.49 -3.09 -0.153
N 1.43 -3.07 -2.79 0.185
H 1.78 -5.97 -4.12 0.069
H 2.79 -6.89 -5.23 0.072
H 3.22 -6.80 -3.52 0.077
H 3.24 -4.48 -5.52 0.068
H 4.66 -5.32 -4.93 0.109
H 4.44 -3.23 -3.71 0.120
H 4.20 -4.57 -2.60 0.125
C -6.02 3.12 -2.63 -0.112
C -6.47 2.05 -1.63 -0.262
C -7.50 2.58 -0.63 -0.194
C -6.96 3.64 0.22 -0.231
N -6.53 4.48 0.87 0.152
H -5.53 3.95 -2.13 0.068
H -5.31 2.69 -3.34 0.072
H -6.87 3.50 -3.20 0.073
H -5.60 1.66 -1.10 0.105
H -6.91 1.22 -2.18 0.106
H -7.83 1.75 0.01 0.118
H -8.39 2.94 -1.16 0.117
C 1.25 -1.11 -5.99 -0.106
C 2.01 -0.39 -7.10 -0.262
C 2.52 -1.34 -8.19 -0.191
C 3.49 -2.30 -7.67 -0.215
N 4.24 -3.06 -7.26 0.159
H 1.89 -1.83 -5.47 0.049
H 0.89 -0.39 -5.25 0.078
H 0.39 -1.65 -6.39 0.080
H 2.84 0.17 -6.66 0.113
H 1.34 0.35 -7.56 0.108
H 2.98 -0.75 -8.98 0.116
H 1.67 -1.87 -8.64 0.121
C 3.69 2.74 7.23 -0.105
C 5.10 3.33 7.18 -0.270
C 6.10 2.41 6.47 -0.200
C 6.29 1.14 7.18 -0.244
N 6.42 0.15 7.73 0.134
H 3.67 1.80 7.80 0.072
H 3.01 3.43 7.72 0.077
H 3.31 2.54 6.23 0.063
H 5.44 3.55 8.20 0.104
H 5.06 4.28 6.65 0.105
H 7.07 2.92 6.40 0.109
H 5.77 2.22 5.45 0.120
```

Output
Frontier orbital gap, eV: 6.155
HOMO, eV: -4.484
Calculated total energy, a.u.: -6815.60132
Total charge: -1

***

Record 3
Formula: C29H48BrHgNOP2
Source: OMol25
Level of theory: ωB97M-V with the def2-TZVPD basis set

Geometry as XYZ:
```
83
Properties=species:S:1:pos:R:3:lowdin_charge:R:1
N 0.02 -6.66 -1.60 0.075
C 0.95 -6.20 -0.76 -0.103
C 1.08 -4.83 -0.47 -0.005
C 0.11 -3.93 -0.96 -0.237
C -0.85 -4.44 -1.86 -0.027
C -0.86 -5.82 -2.14 -0.106
C -0.05 -2.64 -0.26 -0.226
Hg -0.71 -0.59 -0.74 1.047
P -1.72 1.36 0.13 0.863
C -1.39 -2.40 0.27 -0.217
C -1.57 -2.34 1.72 -0.267
C -2.87 -2.47 2.25 -0.038
C -3.11 -2.26 3.60 -0.098
C -2.04 -1.94 4.45 -0.724
C -0.72 -1.93 3.96 -0.097
C -0.49 -2.20 2.61 -0.033
Br -2.38 -1.56 6.21 0.879
H 0.81 -2.43 0.39 0.089
H -2.25 -2.83 -0.27 0.125
H 1.87 -4.49 0.19 0.116
H -1.60 -3.80 -2.33 0.108
H 1.63 -6.94 -0.30 0.127
H -1.61 -6.27 -2.80 0.122
H -3.70 -2.78 1.61 0.132
H 0.53 -2.34 2.27 0.104
H -4.13 -2.29 3.99 0.119
H 0.13 -1.69 4.61 0.117
P 0.84 0.63 -2.64 0.924
C -2.62 0.88 1.67 -0.382
C -3.45 1.83 2.55 -0.094
H -1.80 0.47 2.30 0.077
H -3.24 0.02 1.37 0.070
H -3.57 1.40 3.56 0.086
H -3.00 2.82 2.66 0.050
H -4.47 1.97 2.18 0.080
C -2.89 1.71 -1.28 -0.388
C -3.78 2.95 -1.29 -0.122
H -3.54 0.82 -1.31 0.090
H -2.25 1.67 -2.18 0.046
H -4.47 2.93 -2.14 0.090
H -4.37 3.01 -0.38 0.074
H -3.22 3.89 -1.36 0.073
C -0.50 2.58 0.80 -0.360
C -1.05 3.95 1.25 -0.108
H 0.27 2.70 0.02 0.032
H 0.00 2.08 1.65 0.091
H -0.28 4.72 1.19 0.088
H -1.89 4.27 0.62 0.066
H -1.38 3.91 2.29 0.067
C 1.55 2.22 -2.02 -0.407
C 2.70 2.85 -2.79 -0.114
H 1.89 2.00 -0.99 0.042
H 0.73 2.95 -1.96 0.079
H 3.55 2.17 -2.90 0.070
H 2.41 3.17 -3.80 0.084
H 3.04 3.75 -2.25 0.092
C -0.09 1.02 -4.18 -0.394
C -1.20 0.02 -4.55 -0.151
H 0.65 1.06 -5.00 0.100
H -0.54 2.02 -4.08 0.090
H -0.79 -0.95 -4.86 0.079
H -1.89 -0.18 -3.72 0.038
H -1.79 0.42 -5.39 0.090
C 2.33 -0.31 -3.19 -0.388
C 3.35 -0.65 -2.09 -0.131
H 2.80 0.27 -4.00 0.092
H 1.96 -1.26 -3.62 0.089
H 3.38 -1.73 -1.94 0.075
H 4.36 -0.33 -2.37 0.088
H 3.12 -0.19 -1.11 0.049
C 3.62 0.73 3.33 -0.132
C 4.12 2.08 2.75 -0.128
C 3.30 2.29 1.47 -0.195
O 2.43 1.18 1.25 -0.214
C 2.61 0.21 2.30 -0.200
H 4.44 0.02 3.44 0.116
H 3.13 0.88 4.30 0.114
H 5.19 2.02 2.52 0.116
H 3.95 2.90 3.45 0.116
H 2.70 3.21 1.52 0.115
H 3.95 2.39 0.58 0.118
H 2.95 -0.73 1.84 0.113
H 1.63 0.02 2.77 0.097
```

Output
Frontier orbital gap, eV: 6.677
HOMO, eV: -13.683
Calculated total energy, a.u.: -4673.34617
ΔE to the lowest compared entry with this formula, charge and spin, kcal per mole: 0.0
Total charge: +2

***

Record 4
Formula: C29H48BrIrN3P2S
Source: OMol25
Level of theory: ωB97M-V with the def2-TZVPD basis set

Geometry as XYZ:
```
85
Properties=species:S:1:pos:R:3:lowdin_charge:R:1
N 8.05 -2.15 1.07 0.326
C 7.58 -1.34 2.03 0.005
C 6.32 -0.75 1.98 0.062
C 5.45 -1.03 0.88 -0.159
C 5.98 -1.89 -0.13 0.058
C 7.27 -2.41 0.02 0.001
C 4.10 -0.56 0.88 -0.025
Ir 1.66 0.37 0.24 1.009
P -3.42 -1.79 -0.16 0.778
C 3.13 -0.98 -0.07 -0.292
C 1.94 -1.71 0.42 -0.398
C 1.22 -2.62 -0.43 0.010
C -0.01 -3.04 -0.01 -0.059
C -0.60 -2.53 1.16 -0.114
C 0.22 -1.98 2.13 -0.092
C 1.54 -1.57 1.78 -0.118
Br -1.94 -0.15 -0.16 0.671
H 3.81 0.09 1.69 0.120
H 3.48 -1.30 -1.05 0.120
H 6.01 -0.11 2.80 0.146
H 5.40 -2.16 -1.01 0.132
H 8.26 -1.16 2.87 0.170
H 7.67 -3.08 -0.75 0.168
H 1.69 -2.94 -1.37 0.140
H 2.30 -1.32 2.52 0.135
H -0.55 -3.77 -0.63 0.119
H -0.16 -1.87 3.15 0.131
P 0.91 0.95 -1.71 0.760
C -3.13 -2.06 1.58 -0.370
C -3.71 -2.95 2.63 -0.074
H -2.84 -1.08 2.00 0.048
H -1.70 -2.64 1.39 0.032
H -3.28 -2.64 3.60 0.105
H -4.80 -2.83 2.71 0.105
H -3.47 -4.01 2.48 0.105
C -2.84 -2.91 -1.44 -0.363
C -3.81 -3.58 -2.42 -0.086
H -2.31 -3.71 -0.91 0.075
H -2.09 -2.34 -2.00 0.072
H -3.21 -4.14 -3.16 0.104
H -4.43 -4.31 -1.88 0.100
H -4.44 -2.87 -2.97 0.083
C -4.82 -0.87 -0.85 -0.367
C -5.84 -0.30 0.12 -0.098
H -5.31 -1.54 -1.57 0.092
H -4.37 -0.06 -1.45 0.082
H -6.11 0.73 -0.16 0.097
H -6.75 -0.90 0.10 0.098
H -5.46 -0.27 1.14 0.065
C -0.19 2.41 -2.03 -0.378
C -0.08 3.06 -3.41 -0.100
H 0.01 3.14 -1.23 0.078
H -1.20 2.04 -1.86 0.043
H 0.83 3.67 -3.51 0.084
H -0.10 2.33 -4.23 0.084
H -0.93 3.74 -3.55 0.101
C 0.12 -0.24 -2.88 -0.391
C 1.01 -1.05 -3.81 -0.108
H -0.62 0.34 -3.46 0.095
H -0.45 -0.92 -2.24 -0.008
H 1.47 -0.41 -4.57 0.092
H 1.79 -1.60 -3.27 0.058
H 0.38 -1.79 -4.33 0.098
C 2.54 1.63 -2.28 -0.366
C 3.03 2.61 -1.21 -0.135
H 2.38 2.09 -3.26 0.093
H 3.21 0.78 -2.38 0.074
H 4.12 2.55 -1.14 0.096
H 2.75 3.64 -1.48 0.102
H 2.61 2.37 -0.20 0.014
S -0.02 1.01 2.28 0.628
C -0.92 2.49 2.52 -0.699
N -0.31 3.65 2.20 0.025
C -1.09 4.86 1.93 -0.143
C -2.14 5.03 3.01 -0.141
C -2.98 3.78 3.14 -0.130
N -2.17 2.55 3.04 0.063
H 0.59 3.52 1.77 0.105
H -1.56 4.79 0.94 0.133
H -0.38 5.69 1.93 0.141
H -2.78 5.87 2.75 0.139
H -1.67 5.25 3.97 0.138
H -3.76 3.75 2.37 0.134
H -3.50 3.76 4.11 0.143
H -2.59 1.67 3.29 0.128
```

Output
Frontier orbital gap (alpha / beta), eV: 6.863 / 4.956
HOMO (alpha / beta), eV: -18.516 / -19.022
Calculated total energy, a.u.: -5055.63796
ΔE to the lowest compared entry with this formula, charge and spin, kcal per mole: 99.5
Total charge: +4
Multiplicity: 6

***

Record 5
Formula: C29H48Cl2CoN3O4SiTe
Source: OMol25
Level of theory: ωB97M-V with the def2-TZVPD basis set

Geometry as XYZ:
```
89
Properties=species:S:1:pos:R:3:lowdin_charge:R:1
C -4.20 -2.48 -2.57 -0.043
C -3.11 -3.25 -3.25 -0.226
H -4.31 -1.47 -3.01 0.093
H -3.99 -2.37 -1.50 0.065
H -5.17 -2.99 -2.68 0.072
C -3.29 -3.88 -4.42 -0.132
C -4.57 -3.87 -5.18 -0.126
H -2.50 -4.51 -4.85 0.097
H -4.88 -2.84 -5.44 0.074
H -5.39 -4.32 -4.60 0.069
H -4.47 -4.44 -6.11 0.061
Co 0.88 0.84 -0.34 0.186
Cl 0.80 -0.12 1.88 0.038
C 3.67 0.32 0.22 -0.269
O 2.82 0.73 -0.64 -0.103
N 4.92 0.02 -0.15 -0.189
C 5.34 0.28 -1.52 -0.036
C 5.75 -0.79 0.71 -0.051
H 3.43 0.18 1.28 0.108
H 5.17 1.34 -1.77 0.094
H 4.79 -0.34 -2.24 0.100
H 6.41 0.05 -1.57 0.076
H 5.63 -0.46 1.75 0.088
H 6.79 -0.68 0.40 0.078
H 5.47 -1.86 0.67 0.096
H 4.03 3.69 2.75 0.094
H 1.61 3.94 5.11 0.080
C 3.31 4.52 2.65 -0.046
C 1.40 4.60 4.25 -0.052
N 1.97 4.09 3.02 -0.184
H 3.33 4.88 1.61 0.090
C 1.37 3.11 2.32 -0.313
O 1.81 2.71 1.22 -0.066
H 0.31 4.68 4.15 0.084
H 0.46 2.71 2.80 0.123
H 3.59 5.33 3.32 0.077
H 1.82 5.59 4.46 0.083
H -2.37 4.24 1.84 0.083
H -3.34 1.95 -0.57 0.086
C -2.39 4.61 0.80 -0.044
C -3.07 2.94 -0.96 -0.019
N -2.02 3.57 -0.16 -0.170
H -1.65 5.43 0.73 0.090
C -0.74 3.23 -0.26 -0.259
O -0.33 2.23 -0.91 -0.086
H -2.74 2.83 -2.00 0.101
H -0.04 3.89 0.28 0.130
H -3.39 4.98 0.55 0.080
H -3.94 3.59 -0.90 0.078
O -1.39 -2.07 -2.04 -0.278
C -1.80 -3.35 -2.49 -0.370
C -0.22 -3.54 -4.48 -0.050
C -0.65 -4.02 -3.24 -0.187
H -0.72 -2.68 -4.92 0.126
C 0.80 -4.21 -5.17 -0.092
H -2.05 -4.02 -1.64 0.081
C -0.02 -5.12 -2.65 -0.037
H 1.09 -3.88 -6.17 0.094
C 1.45 -5.29 -4.56 -0.118
C 1.03 -5.75 -3.31 -0.094
H -0.39 -5.46 -1.67 0.118
H 2.29 -5.78 -5.07 0.089
H 1.52 -6.60 -2.83 0.093
Si -0.67 -1.92 -0.39 -0.043
Cl -1.92 -3.17 0.69 0.342
C 0.70 -1.23 -1.77 -0.216
C 0.89 -2.88 0.19 -0.280
C -1.74 -0.34 -0.08 -0.281
H 0.88 -2.03 -2.50 0.027
H 1.70 -0.95 -1.42 -0.014
H 0.25 -0.40 -2.36 0.027
H -2.77 -0.58 -0.40 0.018
H -1.44 0.51 -0.71 -0.002
H -1.79 -0.04 0.98 -0.118
H 0.91 -3.85 -0.33 0.012
H 0.82 -3.05 1.26 -0.013
H 1.86 -2.41 -0.01 0.005
Te -1.26 -0.40 3.50 0.908
C -1.19 1.36 4.59 -0.695
C -2.16 2.39 4.55 -0.161
C -2.10 3.41 5.50 -0.123
C -1.08 3.42 6.46 -0.139
C -0.11 2.41 6.49 -0.132
C -0.15 1.37 5.55 -0.192
H -2.95 2.31 3.80 0.084
H -2.84 4.21 5.49 0.094
H -1.04 4.23 7.20 0.093
H 0.69 2.43 7.23 0.097
H 0.56 0.54 5.55 0.073
```

Output
Frontier orbital gap (alpha / beta), eV: 5.109 / 4.700
HOMO (alpha / beta), eV: -2.909 / -2.498
Calculated total energy, a.u.: -4459.70412
ΔE to the lowest compared entry with this formula, charge and spin, kcal per mole: 55.1
Total charge: -1
Multiplicity: 4